Record 1
A 2-piece molecular cluster, C10H21N2O3 overall. Source: the OMol25 dataset; level of theory: ωB97M-V/def2-TZVPD.

The value obtained for the orbital gap (spin up / spin down) is 7.6 / 8.1 eV. The energy above the lowest of the compared OMol25 structures with the same formula, charge and spin is 127.3 kcal per mole. Its strongest force on any atom is 4.89 eV Å⁻¹. The total energy is -728.419025 hartree. For the HOMO energy (spin up / spin down), the calculation gives -11.6 / -12.0 eV.

Geometry as ORCA input:
```
! wB97M-V def2-TZVPD RIJCOSX def2/J DEFGRID3
* xyz 1 1
C 0.74678 1.68645 -0.95172
C 2.01584 1.47256 -0.29917
C 3.72893 -1.57335 0.68614
C -2.98855 -0.18542 1.46491
C -2.11419 2.17575 1.03118
C -0.50682 -0.81982 -2.00449
C -0.04769 -2.16163 0.02244
C 3.64759 -0.16905 0.12238
C -0.83600 0.11769 0.22782
C -2.20121 0.72465 0.42287
N 0.28798 2.49954 -1.73363
N -0.88846 -1.06310 -0.63272
O 2.63698 2.34023 0.26420
O -2.80933 0.70479 -0.93858
O 2.38273 0.17028 -0.43618
H 3.22620 -1.66504 1.60358
H 3.47189 -2.24963 -0.00093
H 4.72461 -1.87033 0.76307
H -4.04783 0.07754 1.54582
H -2.63053 -0.07612 2.51396
H -2.91038 -1.20600 1.35954
H -1.08067 2.43637 0.93769
H -2.65738 2.92620 0.65053
H -2.23882 2.11581 2.09476
H -0.34479 -1.71431 -2.61696
H -1.26717 -0.28537 -2.56737
H 0.36412 -0.21500 -1.91471
H -0.37263 -3.08368 -0.39815
H 0.94908 -2.27592 -0.25363
H -0.12943 -2.09796 1.06631
H 4.48268 -0.07153 -0.71940
H 3.85550 0.56414 1.04735
H -0.25235 0.13611 1.14427
H -0.60949 2.79817 -1.88621
H -1.90544 -1.26344 -0.56889
H -3.68173 1.10044 -1.04608
*
```

***

Record 2
A 2-piece molecular cluster, C28H27NO4S2 overall. Source: the OMol25 dataset; level of theory: ωB97M-V/def2-TZVPD.

The value obtained for the orbital gap is 3.2 eV. Its strongest force on any atom is 2.39 eV Å⁻¹. The total energy is -2235.094249 hartree. For the HOMO energy, the calculation gives -5.7 eV.

Geometry as ORCA input:
```
! wB97M-V def2-TZVPD RIJCOSX def2/J DEFGRID3
* xyz 0 1
C -3.87144 0.59292 -0.56546
N -2.52851 0.17402 -0.13998
C -2.37770 -1.09476 0.58952
C -1.50532 1.00626 -0.26999
C -0.11300 0.62675 -0.35743
C 0.34986 -0.65677 -0.78859
C 1.70832 -0.96284 -0.74315
C 2.63790 0.02484 -0.37489
C 2.22030 1.34494 -0.10831
C 0.86301 1.65222 -0.14381
H -4.59162 -0.17054 -0.26753
H -4.11468 1.54966 -0.08571
H -3.93124 0.74281 -1.65519
H -3.37006 -1.35937 0.98358
H -2.02868 -1.89752 -0.08070
H -1.65688 -0.93053 1.40204
H -1.74748 2.04050 -0.55143
H -0.35578 -1.38950 -1.18804
H 2.04650 -1.96917 -0.99902
H 3.70466 -0.23786 -0.30900
H 2.95128 2.11341 0.13239
H 0.51399 2.67316 0.00916
C -0.58356 -4.00337 7.27513
C 0.25326 -3.14290 7.98859
C 0.47347 -1.85039 7.54111
C -0.20966 -1.31222 6.41029
C -0.08920 0.07036 6.00800
S -1.07791 0.69958 4.67526
C -0.53088 2.37860 4.30417
C -1.46581 3.40140 4.43072
C -1.06882 4.71646 4.20747
C 0.25029 4.98894 3.83909
C 1.17477 3.94805 3.68742
C 0.78412 2.62772 3.91813
O -0.82874 -0.09464 3.47906
O -2.43789 0.86974 5.15448
S 0.34296 1.20114 7.36162
C -0.97535 1.16133 8.61556
C -2.10632 1.93727 8.38389
C -3.19960 1.83925 9.24780
C -3.12052 1.01050 10.37239
C -1.93421 0.32777 10.66708
C -0.84369 0.42382 9.79717
O 1.54080 0.72844 8.01935
O 0.34299 2.56799 6.89422
C -1.05708 -2.21685 5.70482
C -1.23614 -3.53000 6.13418
H -0.71470 -5.03227 7.60546
H 0.77315 -3.47537 8.89101
H 1.22245 -1.25306 8.05032
H -2.48674 3.17140 4.73923
H -1.80599 5.50986 4.32674
H 0.56586 6.01985 3.67473
H 2.20506 4.15020 3.39746
H 1.48302 1.79428 3.83874
H -2.14701 2.61514 7.53125
H -4.11578 2.39893 9.02374
H -3.99359 0.87907 11.01750
H -1.85313 -0.29550 11.56725
H 0.09842 -0.06618 10.03886
H -1.56706 -1.87962 4.80059
H -1.88265 -4.19301 5.54893
*
```

***

Record 3
C16H31F2NO8S2 as an isolated structure. Source: the OMol25 dataset; level of theory: ωB97M-V/def2-TZVPD.

The value obtained for the orbital gap is 9.9 eV. The energy above the lowest of the compared OMol25 structures with the same formula, charge and spin is 14.2 kcal per mole. Its strongest force on any atom is 2.80 eV Å⁻¹. The total energy is -2281.005797 hartree. For the HOMO energy, the calculation gives -9.4 eV.

Geometry as ORCA input:
```
! wB97M-V def2-TZVPD RIJCOSX def2/J DEFGRID3
* xyz 0 1
C 0.24207 -0.99333 3.96888
C 1.33085 -0.71318 2.98269
F 2.10757 0.31061 3.50555
C 0.87373 -0.32830 1.54413
S 1.34167 1.36628 1.14202
O 1.60366 -1.24073 0.64242
S 0.71224 -2.57338 0.46641
O 1.28528 -3.51352 1.32248
O 0.48685 -2.92595 -0.85084
O -0.69044 -2.01946 1.07721
C -0.56711 -0.60403 1.11133
F -0.57438 -0.23313 -0.23769
C -1.69627 0.12158 1.76097
C -2.93665 0.18479 0.86930
C -4.23048 -0.01806 1.66939
C -4.89215 -1.30745 1.25412
N -6.06227 -1.60054 2.07657
H -0.26457 -1.91794 3.75837
H -0.43661 -0.16625 4.07405
H 0.72082 -1.11900 4.92673
H 1.95873 -1.58452 2.87849
H 1.37735 1.24379 -0.18779
H -1.94873 -0.42051 2.65220
H -1.34379 1.10446 2.01506
H -2.94568 1.09567 0.29429
H -2.84922 -0.62452 0.16244
H -4.05053 -0.02171 2.73471
H -4.89408 0.80972 1.47800
H -4.13524 -2.08255 1.34012
H -5.18217 -1.19778 0.22251
H -5.76315 -1.74929 3.03223
H -6.45075 -2.48405 1.77083
O 4.28126 -0.85950 -4.10438
C 4.23237 -1.97565 -3.66890
O 5.03225 -2.91734 -4.20926
C 5.15588 -4.23807 -3.67748
C 4.04670 -5.15119 -4.15740
C 3.25542 -2.35929 -2.58081
H 5.22722 -4.20731 -2.58937
H 6.11426 -4.59899 -4.04596
H 3.06747 -4.80527 -3.82789
H 4.19730 -6.16292 -3.78017
H 4.03162 -5.18187 -5.24659
H 2.27812 -2.52344 -3.03055
H 3.18675 -1.53246 -1.87832
H 3.53770 -3.24186 -2.01221
O -2.25956 3.19710 0.29115
C -1.67510 4.12884 -0.19344
O -0.33029 4.12111 -0.18719
C 0.47943 5.09215 -0.85844
C 0.66008 6.34844 -0.03247
C -2.41847 5.32527 -0.74411
H 0.08231 5.29893 -1.85295
H 1.44246 4.60494 -0.99850
H -0.28875 6.85149 0.15215
H 1.32414 7.04575 -0.54307
H 1.09088 6.10095 0.93728
H -2.70369 5.96751 0.08743
H -3.31786 4.96622 -1.23701
H -1.85644 5.90879 -1.46876
*
```